76
Properties=species:S:1:pos:R:3:forces:R:3:mulliken_spin:R:1 method="wB97M-V/def2-TZVPD" s2=0.832 e_above_lowest_kj_mol=62.0 charge=+3 spin_multiplicity=2 lumo_energy_ev="-9.93 / -9.99" homo_ha="-0.5868 / -0.5856" gap_ev="6.04 / 5.94" total_energy_ev=-92866.98991
C 4.384855 3.131921 -0.677955 0.0 -0.1 0.1 0.00
C 2.423110 2.245618 0.599980 -0.2 0.1 0.2 -0.02
C 2.401720 4.473698 -0.397669 0.0 -0.1 0.1 0.00
H -3.620465 2.179595 -1.163664 0.0 -0.1 0.0 0.00
H 1.091662 -2.127582 6.647762 0.0 0.0 0.0 0.00
H 2.433535 6.432013 -1.293766 0.1 -0.1 0.0 0.00
H 5.976405 4.060322 -1.761339 -0.1 0.0 0.0 0.00
H -1.111459 -4.295591 0.733923 -0.1 -0.1 -0.1 0.00
H -1.084229 2.064913 2.843227 0.2 0.0 0.0 0.00
C -1.899560 -4.834084 -3.017633 0.0 0.0 0.0 0.00
S 2.461151 -3.455578 1.982851 -0.3 -0.1 0.1 -0.01
C -4.990549 -0.814996 -1.991209 -0.1 0.0 0.0 0.00
H -1.617958 -6.922257 -2.603907 0.0 0.0 0.0 0.00
H -2.152502 -2.711324 -3.134078 0.0 -0.1 0.0 0.00
H 0.458463 2.117758 -4.358527 0.0 0.0 0.0 0.00
C 0.527210 3.586565 0.773339 -0.1 -0.1 0.1 0.00
H -3.350441 2.343223 2.359504 0.0 0.1 0.0 0.00
N 0.502319 0.523719 -0.616862 -0.1 0.0 -0.6 -0.02
C -1.662967 -3.346489 -1.125336 -0.1 0.0 0.1 0.00
C 2.691898 -0.125090 2.761627 0.0 0.3 0.4 -0.02
H 0.409780 -1.525905 -3.207645 0.0 0.1 0.0 0.00
Mn 0.330935 0.339520 1.291002 -0.8 0.3 0.9 1.04
C 1.288122 1.763631 -3.749786 0.0 -0.1 0.1 0.00
H 4.910663 2.203034 -0.495231 0.0 0.1 0.0 0.00
C 0.803737 -0.722509 -3.827058 0.0 0.2 0.1 0.00
H -4.161050 -2.721991 -1.535943 0.1 0.0 0.0 0.00
H -0.491049 3.748638 1.103874 0.0 0.0 0.0 0.00
C 1.685318 -0.631773 3.687903 0.1 -0.2 -0.2 0.02
O -1.448898 1.481667 2.169365 -0.4 -0.2 -0.3 0.00
C -1.310213 -4.446649 -0.322370 0.0 0.0 0.1 0.00
C -1.942294 -3.557747 -2.490155 -0.1 0.1 0.0 0.00
H -2.104315 -4.989375 -4.070287 0.0 0.0 0.1 0.00
H 3.735302 0.026794 3.021299 0.0 -0.1 0.0 0.00
N 2.212522 0.363553 1.683144 0.4 -0.2 -0.3 -0.04
C -3.717185 1.104409 -1.267301 0.0 0.0 0.0 0.00
C 2.980442 5.510569 -1.116010 -0.1 0.2 0.0 0.00
C 4.968104 4.162822 -1.378970 0.1 0.0 -0.1 0.00
N 1.094034 2.438516 1.024888 0.2 -0.5 0.1 0.00
H 1.570058 2.534425 -3.035614 0.0 -0.1 0.0 0.00
O 2.048158 -3.933604 3.265552 0.0 0.0 0.0 -0.01
H -1.581551 -0.768575 3.591150 0.0 0.0 0.0 0.00
C -2.879158 1.366598 2.434088 0.2 0.0 0.0 0.00
H 2.137976 1.550655 -4.394528 0.0 0.0 0.0 0.00
C 1.962722 -1.217524 4.905367 0.2 0.0 0.2 0.00
H -1.088679 -6.569360 -0.213321 0.0 0.0 0.0 0.00
H -5.604374 1.219990 -2.297419 0.0 -0.1 0.1 0.00
C -0.722334 -1.716787 0.365078 -0.3 0.3 0.0 -0.01
C 3.089062 3.282780 -0.170040 -0.1 -0.1 0.0 0.00
H -3.056956 0.960955 3.427593 0.0 0.0 0.0 0.00
C -4.840023 0.562909 -1.897694 0.0 0.0 0.0 0.00
H -5.884743 -1.236332 -2.433848 0.0 0.0 0.0 0.00
C 4.264162 5.352575 -1.594834 0.1 0.0 0.0 0.00
C -1.607405 -5.918942 -2.195574 0.0 0.1 0.0 0.00
H 4.731066 6.160790 -2.142690 0.0 0.0 0.0 0.00
C -1.753555 -2.010652 -0.543767 -0.4 0.1 -0.3 -0.01
C -0.584273 -0.904902 3.987190 0.0 0.0 -0.1 0.00
H 2.990020 -1.316410 5.237653 -0.1 0.0 0.0 0.00
C -0.386537 -1.519855 5.210307 0.0 0.0 0.1 0.00
H 1.789649 -1.003851 -4.191725 0.0 0.0 0.0 0.00
H 0.142234 -0.561010 -4.676743 0.0 0.0 0.0 0.00
N 0.424597 -0.449489 3.240092 -0.2 0.0 -0.3 0.00
N 0.901186 0.525643 -3.038762 0.0 -0.1 0.0 0.02
N 1.105709 4.584298 0.124938 0.1 0.1 -0.1 0.00
H -3.303567 0.707133 1.688334 0.0 -0.1 -0.1 0.00
C -2.823657 -1.125245 -0.938102 0.2 -0.1 0.0 0.00
H 0.611758 5.456319 0.015014 -0.1 0.1 0.0 0.00
C -4.002624 -1.652924 -1.512478 0.0 -0.1 0.0 0.00
H -1.236523 -1.864391 5.784312 0.0 0.0 0.0 0.00
C -1.305799 -5.720949 -0.850030 0.0 0.0 0.0 0.00
N 1.403292 -2.726599 1.176764 0.9 0.2 -0.1 0.01
C -2.732069 0.273552 -0.783121 -0.1 -0.1 -0.1 0.00
C 0.354424 -2.110883 0.832175 -0.1 0.0 0.4 -0.03
N 3.037831 1.158694 0.924720 0.2 0.0 -0.2 0.02
C 0.685491 0.521103 -1.759507 0.3 0.1 -0.8 0.03
C 0.906699 -1.664664 5.686259 0.0 0.0 0.1 0.00
H -1.868441 0.700955 -0.307800 0.2 0.1 0.0 0.02